This record from the Open Molecules 2025 dataset describes a cluster of 9 separate species, C75H156N8O11 in total. The level of theory is wB97M-V/def2-TZVPD.

```
250
C75H156N8O11 (wB97M-V/def2-TZVPD)
H 5.7616 -0.7480 -0.9027
H -7.8114 0.2443 9.5197
H 1.6111 -10.1693 -4.0472
C -8.0698 -4.5935 1.0956
H 2.7568 10.2243 -1.5900
C -7.2678 -5.5258 4.1298
C 4.4244 -9.7465 -2.8493
C 2.0339 8.0412 -2.6547
H -3.8471 3.8961 -2.3855
H -6.4376 1.3471 11.0275
H 6.2471 -0.4759 -8.5929
N -6.3464 2.2934 8.4267
H -4.8944 1.9904 10.5979
C -5.7925 -5.7268 3.9656
H 3.4068 8.4918 -6.2463
H 3.1601 -7.8641 -5.4161
C 2.5994 -0.5542 4.8598
H 5.6267 -0.7246 6.5982
H -7.3318 -2.0645 0.8608
H 8.2537 -0.2762 0.0860
C -0.0716 8.9603 -5.1544
C -6.1283 3.7259 -2.5522
H 3.5234 -10.3209 -2.6338
H 0.6731 1.9171 -2.0993
H -8.3654 -1.8857 2.3189
H -0.4299 8.6252 -4.1811
C 4.5300 2.2611 -5.8591
H 4.9088 8.6315 -2.3697
C 1.1865 9.9349 -5.1988
C 3.2125 -1.0055 -9.2875
H 1.7773 11.4417 -6.8383
C -5.5516 1.1375 10.4282
C 2.8485 -1.3444 7.4123
H 1.8945 -6.1208 -0.7918
H -9.1318 2.1188 -2.9441
C 1.8553 -7.8055 -2.1511
H -7.8367 2.6417 -0.8088
O 4.2138 1.7859 5.8375
H 2.3569 -1.5771 4.5718
C -6.6384 3.9582 6.6316
C 6.0967 -0.8354 -7.5749
H -5.7048 4.0146 -0.2218
C 1.6945 -9.1273 -4.3558
C 8.9942 -4.7800 0.3406
C 0.5536 1.2976 -1.2105
C 5.2815 -7.6011 -4.0883
H 3.6941 -1.4194 8.0959
H 8.2263 -5.5486 0.4270
H -6.5954 -7.0962 1.8226
C 1.3268 10.4661 -6.6556
H -8.5849 6.3015 -3.9304
C -5.2337 -5.3244 2.5664
H 1.3711 12.0972 -4.8077
H 3.5904 -1.8264 -9.8970
H -6.4299 4.0532 5.5659
C 1.5834 -8.9626 -1.1126
H -9.0856 -4.2039 1.0285
N 2.4674 9.2479 -4.8481
H -8.5317 5.5462 -1.5559
C 1.1474 10.9464 -2.8667
H 6.8487 1.1059 -6.8668
H 5.1805 1.1646 -9.1641
H -7.4387 -3.3786 4.1957
H 4.2805 -6.3615 -1.3824
H 2.2170 -8.8817 -0.2293
H 5.0044 -1.9444 0.1658
C -6.0022 2.1631 -2.5168
H 10.8743 -2.6717 1.3066
H -7.6173 4.4372 6.6535
H 2.7007 -3.0339 -7.6499
O -1.0105 -0.1667 -0.4769
H -8.9619 2.4136 -4.6488
C 4.6311 1.1848 -7.0218
H 1.3883 -1.6384 8.7575
H -7.5397 -4.6415 0.1443
H 5.0016 -6.7351 -4.6881
C -5.8873 0.9744 8.9652
C 1.6530 -0.8356 8.0693
H 4.6391 1.6980 -4.9322
H 2.5867 -2.3499 7.0827
H -7.3903 -0.3810 7.9561
H 4.9773 -9.6193 -1.9186
H 8.3264 -0.7444 -1.4931
H 5.0797 -2.4910 -8.3300
H -6.6361 -1.7545 2.4170
C -6.5215 2.4567 7.0049
H 0.3618 10.3024 -2.4716
H -5.6749 -6.7994 4.1199
O -6.8278 3.7726 -4.7360
H 9.0408 -4.5757 -0.7291
H -6.6245 -1.0392 9.3523
O 2.2202 0.6484 -6.8352
H 1.0181 1.2238 6.1215
C 8.8298 -3.9354 2.7500
H 0.9661 8.2064 -2.5108
H -9.7646 4.2421 -1.4211
C 7.1933 -2.2203 -0.2255
N 7.5002 -2.9223 1.0221
C 3.3349 2.6608 8.3003
H 3.5242 2.6785 -5.9080
H 10.4395 -1.0023 -0.5531
H 2.1473 7.0712 -3.1389
C 9.8635 -2.4370 0.9731
H 4.3550 2.4272 8.6051
H -0.0278 8.1174 -5.8442
C -4.5734 0.4914 8.3881
C 2.6355 -2.0979 -7.0952
C 4.4381 8.8348 -3.3316
H 2.5571 7.8999 -1.7090
H -5.7152 -6.2579 0.6105
H 0.2915 -6.5143 -1.4530
H 1.5414 0.9530 -0.9045
O -1.6830 1.0457 1.3180
C -5.6619 -6.5585 1.6568
C -8.7463 4.4902 -1.7205
H 1.5599 -0.2751 5.0318
H -5.3889 1.7726 -3.3289
H -7.5661 -5.5064 5.1780
H -5.1751 -5.2169 4.7051
C 2.1460 0.4980 8.6830
H 4.9465 -2.2992 -6.6095
H -6.0109 4.6239 7.2242
H 2.8308 -2.3388 -6.0502
C 4.0526 -8.3876 -3.4660
H 1.6983 -9.9141 -1.6317
C -9.1972 5.4002 -3.9615
H 1.0448 11.8468 -2.2611
H -3.6459 0.4129 6.4404
H 0.0708 -8.3065 -3.2490
C -7.7125 1.7672 6.3258
H -8.3439 2.4187 5.7217
H 5.8567 -8.0521 -4.8969
C 4.6816 1.8250 -8.4547
C -3.7262 -5.2081 2.7865
C 0.9525 11.2021 -4.3477
N 3.3141 -7.6084 -2.4286
C 9.6989 -1.7859 -0.3934
H -9.2254 5.2447 -5.0399
H -0.9288 0.3347 -2.4071
N -7.1380 4.1884 -3.4763
H -3.5140 -4.5891 3.6582
H 2.9756 0.0165 4.0107
H -7.2394 3.7371 9.1223
H 0.2999 10.7237 -6.9149
H 9.7442 -4.4272 3.0820
H 2.0427 0.9983 -7.7114
H 6.5468 -2.3475 -2.2842
H 5.0339 -10.4503 -3.4160
C -0.9975 0.9502 0.2837
H 3.2238 11.1778 -2.9789
H -8.5325 1.4613 6.9756
H 3.6415 2.0713 -8.6683
H -3.1687 -4.9591 1.8835
N -5.8111 -4.1007 2.0455
H 5.1831 3.1294 -5.9462
C 8.8141 -3.5692 1.2542
H 2.8763 2.9010 9.2595
H -6.9776 1.6779 -2.5530
H -5.0406 2.0442 5.3727
H 7.0313 -1.3768 -7.4290
C -7.7717 -4.1821 3.5387
H 6.4471 -3.8889 -1.6857
C 1.1093 -8.0651 -3.4759
C 5.9947 0.4629 -6.6542
H 0.3063 -0.7812 -1.8557
H 8.6283 -3.0349 3.3301
O -5.2211 -3.6371 0.9381
H 9.8664 -5.3468 0.6662
H -7.4501 0.8786 5.7517
C -5.1239 2.0081 6.4589
H 5.9871 -7.2980 -3.3147
C 1.3923 2.0138 6.7725
H 1.7705 2.8372 6.1665
C 1.3531 -6.4305 -1.6857
H -1.0099 9.4346 -5.4421
C -7.2648 -3.8365 2.0843
C -0.2313 0.1304 -1.5948
H -8.1826 3.8744 0.3143
C -4.6079 0.6298 6.9047
C 7.0762 -3.0035 -1.5933
C 2.5565 10.3811 -2.6499
H 1.5848 -1.8359 -7.2200
C 2.5937 1.5017 7.5453
O 6.4152 -3.6911 1.3952
O -7.4644 2.8049 9.0784
C 4.8835 -1.7540 -7.5512
H -4.4420 -0.5563 8.6586
C 8.3096 -1.1935 -0.5001
H 6.2111 -3.4638 2.3053
H -8.2538 -5.6305 1.3762
H 3.3815 3.4849 7.5884
C -7.4390 -2.2988 1.9199
H -7.7482 -6.3344 3.5788
H -5.2138 0.2211 10.9122
H -4.3334 4.3901 -3.8343
C 3.6094 -1.0985 -7.7926
H 0.5479 -8.9040 -0.7773
O 3.9968 -7.2735 -1.2856
H -10.3890 2.9948 -3.6969
H -5.6011 1.9367 -1.5289
H -0.0935 11.4703 -4.4965
H 6.0007 -0.6471 0.7458
H 3.5708 1.9152 5.1364
H 2.1261 -1.0516 -9.3629
H 4.7530 8.0003 -3.9580
C -8.6024 4.1930 -3.2445
H -3.2209 -6.1048 3.1453
H 5.1802 -0.8230 4.9662
C -9.3069 2.8654 -3.7187
H 5.0306 9.6774 -3.6879
H 1.4254 -5.6378 -2.4302
C 3.1287 -8.6900 -4.7055
H 9.9701 -2.5102 -1.1615
O 2.7285 8.1419 -5.6640
H -6.4207 5.3052 -1.0249
H -8.8571 -4.2679 3.5897
N 3.5336 0.1742 -6.9413
H 9.7550 -1.6037 1.6672
H -6.8284 4.6092 -5.2069
H -4.8687 -7.3058 1.6342
H 0.8629 -0.5837 7.3619
H 1.0354 -7.1145 -4.0040
H 8.0100 -3.2138 -2.1148
C -6.9680 -0.0991 8.9206
C -7.8445 3.7273 -0.7114
H 1.2416 0.8956 9.1435
H 3.5957 -9.5124 -5.2476
H 3.4457 -0.0820 -9.8173
H 2.8851 0.3893 9.4768
H 8.0813 -4.6661 3.0564
H 0.6714 2.5038 7.4269
N 3.5417 0.8783 6.6274
C 3.4616 -0.5064 6.1859
H 4.8064 -2.1848 5.9388
H -3.8056 1.1910 8.7184
C 5.9236 -1.3966 -0.0418
C -4.6890 4.4467 -2.8054
H -5.3712 -0.0424 6.5129
O -0.1759 1.8714 -0.1781
H 5.2226 2.7702 -8.4999
H 1.1222 -9.1695 -5.2825
C -6.4293 4.2153 -1.0110
H 1.6784 9.7821 -7.4280
H -4.3367 2.6270 6.8895
H 6.1832 0.0012 -5.6849
H -10.2297 5.5583 -3.6500
C 2.8527 9.1166 -3.4510
H -4.8626 5.5135 -2.6641
C 4.8246 -1.0952 5.9600
H -5.0516 -2.7419 1.2406
```

- SMILES string: CC1(C)CCCC(C)(C)N1O.CC1(C)CCCC(C)(C)N1O.CC1(C)CCCC(C)(C)N1O.CC1(C)CCCC(C)(C)N1O.CC1(C)CCCC(C)(C)N1O.CC1(C)CCCC(C)(C)N1O.CC1(C)CCCC(C)(C)N1O.CC1(C)CCCC(C)(C)N1O.O=C1OCCO1
- E_tot: -4216.3011 Ha
- HOMO-LUMO gap: 0.2875 Eh
- Highest occupied orbital energy: -0.285 hartree
- Maximum force: 5.76 eV Å⁻¹

Here are the Löwdin charges for atoms 1 to 99, given in e: number 1, H, carries 0.0801; number 2, H, carries 0.0852; number 3, H, carries 0.1076; number 4, C, carries -0.0471; number 5, H, carries 0.1212; number 6, C, carries -0.1856; number 7, C, carries -0.0391; number 8, C, carries -0.0341; number 9, H, carries 0.0727; number 10, H, carries 0.0776; number 11, H, carries 0.0884; number 12, N, carries -0.1130; number 13, H, carries 0.0919; number 14, C, carries -0.1594; number 15, H, carries 0.1020; number 16, H, carries 0.1094; number 17, C, carries -0.0182; number 18, H, carries 0.0927; number 19, H, carries 0.0794; number 20, H, carries 0.1206; number 21, C, carries -0.0258; number 22, C, carries -0.4202; number 23, H, carries 0.0615; number 24, H, carries 0.1441; number 25, H, carries 0.0848; number 26, H, carries 0.0622; number 27, C, carries -0.0307; number 28, H, carries 0.0729; number 29, C, carries -0.4363; number 30, C, carries -0.0159; number 31, H, carries 0.0754; number 32, C, carries -0.0622; number 33, C, carries -0.1623; number 34, H, carries 0.0769; number 35, H, carries 0.0623; number 36, C, carries -0.4701; number 37, H, carries 0.0941; number 38, O, carries 0.0176; number 39, H, carries 0.0778; number 40, C, carries -0.0510; number 41, C, carries -0.1749; number 42, H, carries 0.1137; number 43, C, carries -0.1878; number 44, C, carries -0.0246; number 45, C, carries -0.1547; number 46, C, carries -0.0318; number 47, H, carries 0.1218; number 48, H, carries 0.0842; number 49, H, carries 0.0667; number 50, C, carries -0.0448; number 51, H, carries 0.0857; number 52, C, carries -0.4573; number 53, H, carries 0.1137; number 54, H, carries 0.0864; number 55, H, carries 0.0843; number 56, C, carries -0.0080; number 57, H, carries 0.0917; number 58, N, carries -0.1249; number 59, H, carries 0.1136; number 60, C, carries -0.1767; number 61, H, carries 0.1124; number 62, H, carries 0.0639; number 63, H, carries 0.1107; number 64, H, carries 0.1023; number 65, H, carries 0.0797; number 66, H, carries 0.0794; number 67, C, carries -0.0282; number 68, H, carries 0.1168; number 69, H, carries 0.0754; number 70, H, carries 0.0848; number 71, O, carries 0.0802; number 72, H, carries 0.0781; number 73, C, carries -0.4496; number 74, H, carries 0.1187; number 75, H, carries 0.0899; number 76, H, carries 0.0674; number 77, C, carries -0.5134; number 78, C, carries -0.1937; number 79, H, carries 0.0763; number 80, H, carries 0.1176; number 81, H, carries 0.0706; number 82, H, carries 0.0801; number 83, H, carries 0.1193; number 84, H, carries 0.1245; number 85, H, carries 0.0813; number 86, C, carries -0.4927; number 87, H, carries 0.1021; number 88, H, carries 0.1189; number 89, O, carries -0.0039; number 90, H, carries 0.0637; number 91, H, carries 0.0863; number 92, O, carries -0.0098; number 93, H, carries 0.0631; number 94, C, carries -0.0350; number 95, H, carries 0.0624; number 96, H, carries 0.1151; number 97, C, carries -0.4674; number 98, N, carries -0.1290; number 99, C, carries -0.0277